1.
Entry from the Open Molecules 2025 dataset: 9 unconnected molecules or ions with the total composition C23H45Cl17O2P (wB97M-V/def2-TZVPD).

```
88
Properties=species:S:1:pos:R:3:forces:R:3
C -2.2763 2.2181 0.5020 1.8 -0.3 -0.8
C -1.2147 1.9826 -0.4665 -1.9 0.5 1.4
P 0.5100 2.7048 -0.3119 0.2 -1.9 0.1
Cl 0.9861 3.5920 -2.1826 -0.7 -1.0 2.3
C 1.8708 1.4423 0.0503 0.9 0.5 -0.9
C 1.7693 0.3008 -1.0783 0.6 0.9 -1.0
O 1.7968 -1.0479 -0.5691 -2.0 1.0 0.6
C 0.7531 -1.2917 0.3667 0.6 -0.7 4.3
O 1.0889 -1.4070 1.5764 -1.0 0.5 -4.5
C -0.7895 -1.4861 0.0273 0.1 0.3 -0.5
C -1.1326 -1.6155 -1.5378 -0.7 -0.1 0.7
H -3.2978 2.6444 0.2006 1.2 -1.9 0.0
H -2.1563 1.9472 1.6254 0.3 1.8 -1.7
H -1.4658 1.3383 -1.3848 0.4 2.2 0.7
H 0.5969 3.7031 0.7104 -0.3 -0.3 -0.7
H 2.8648 2.0107 -0.0993 -1.6 -0.8 0.3
H 1.8797 1.0594 1.1243 -0.5 0.5 -1.3
H 2.7014 0.4182 -1.7451 -1.5 -0.5 1.1
H 0.8653 0.5209 -1.7658 1.2 -0.7 1.0
H -1.1430 -2.3868 0.6537 0.8 1.3 -1.1
H -1.3755 -0.5913 0.4579 1.3 -1.3 -0.5
H -0.2005 -1.4241 -2.1732 -1.5 -0.4 0.7
H -1.5696 -2.6653 -1.7240 0.9 1.7 0.0
H -1.9828 -0.8710 -1.7771 1.6 -1.2 0.2
Cl -0.2872 1.5792 3.3530 0.1 0.0 -0.4
C -0.8556 1.4506 5.0385 -0.2 -0.1 0.5
C -2.2480 0.8634 5.1272 0.2 -0.3 0.1
Cl -3.4849 1.9655 4.4706 0.0 0.0 -0.1
H -0.8081 2.4436 5.4879 0.0 -0.1 -0.2
H -0.1462 0.8062 5.5625 -0.2 0.1 -0.4
H -2.5058 0.6819 6.1718 0.1 0.1 -0.1
H -2.3182 -0.0839 4.5895 0.0 0.2 0.0
Cl -1.4685 -2.9454 -5.2713 0.1 0.0 0.1
C -3.2203 -3.0230 -4.9551 -0.2 0.0 0.0
C -3.9009 -1.6873 -5.1785 0.0 -0.2 -0.1
Cl -3.4211 -0.4798 -3.9581 0.0 0.2 0.0
H -3.3639 -3.3812 -3.9343 0.1 0.1 -0.1
H -3.6321 -3.7683 -5.6375 0.1 0.1 0.1
H -4.9823 -1.8048 -5.1006 0.1 0.0 0.1
H -3.6742 -1.2809 -6.1643 0.1 0.0 0.2
Cl -0.5409 -3.4194 5.3000 -0.1 0.0 0.1
C 0.7671 -3.4623 4.0887 0.2 0.0 -0.3
C 1.1689 -4.8781 3.7290 -0.1 0.1 -0.1
Cl 1.9792 -5.7112 5.0782 0.0 0.0 0.0
H 1.6109 -2.8934 4.4822 -0.1 -0.1 0.0
H 0.3933 -2.9461 3.2031 0.1 -0.1 0.1
H 1.8749 -4.8610 2.8966 0.0 0.1 0.1
H 0.3057 -5.4758 3.4310 0.1 0.1 0.1
Cl 2.0895 -3.0765 -6.2415 0.0 0.0 0.1
C 1.2600 -2.5217 -7.7177 -0.1 0.0 -0.2
C 2.1218 -1.5862 -8.5414 0.0 -0.2 -0.1
Cl 2.3787 -0.0206 -7.7318 0.0 0.0 0.0
H 0.3230 -2.0476 -7.4212 0.2 0.0 0.0
H 1.0204 -3.4141 -8.2994 0.1 0.1 0.0
H 1.6314 -1.3743 -9.4934 0.0 0.0 0.1
H 3.0991 -2.0234 -8.7520 -0.1 0.1 0.1
Cl 0.5508 0.5623 7.7842 0.1 0.0 0.3
C -0.0136 0.4296 9.4704 -0.1 -0.1 0.4
C -1.4073 -0.1576 9.5631 0.2 -0.2 0.1
Cl -2.6462 0.9460 8.9149 0.0 0.0 0.0
H 0.0350 1.4216 9.9220 -0.1 -0.1 -0.2
H 0.6962 -0.2163 9.9908 -0.1 0.0 -0.1
H -1.6618 -0.3413 10.6084 0.1 0.1 -0.1
H -1.4800 -1.1035 9.0238 0.0 0.2 0.0
Cl 2.9273 1.0596 4.4210 -0.1 0.0 -0.1
C 4.4518 1.2927 5.3141 0.3 0.0 0.2
C 4.3613 2.4295 6.3116 0.0 -0.2 0.1
Cl 4.2311 4.0158 5.5128 -0.1 0.0 0.0
H 5.2479 1.4590 4.5867 -0.2 0.1 0.1
H 4.6584 0.3563 5.8362 -0.1 0.1 0.0
H 5.2642 2.4557 6.9246 0.0 0.0 -0.1
H 3.5027 2.3123 6.9751 0.0 0.0 -0.2
Cl 2.7124 6.5627 0.1100 -0.1 -0.1 0.0
C 4.4264 6.3875 -0.3473 0.2 0.0 -0.1
C 4.7148 5.0379 -0.9714 0.1 0.3 -0.3
Cl 4.5757 3.7103 0.2086 0.0 0.0 0.1
H 5.0335 6.5561 0.5435 -0.1 -0.1 -0.1
H 4.6453 7.1815 -1.0637 -0.1 -0.1 0.0
H 5.7368 5.0168 -1.3538 -0.1 0.0 0.1
H 4.0373 4.8276 -1.8007 0.0 0.0 0.2
Cl -5.2598 -2.9379 -7.5471 -0.2 -0.2 -0.3
C -6.0924 -2.3778 -9.0202 -0.2 0.0 -0.3
C -5.2277 -1.4465 -9.8449 0.0 -0.2 -0.1
Cl -4.9591 0.1155 -9.0329 0.0 0.0 0.1
H -7.0255 -1.8990 -8.7198 0.2 0.0 0.0
H -6.3389 -3.2680 -9.6020 0.1 0.1 0.0
H -5.7195 -1.2304 -10.7950 0.0 0.0 0.1
H -4.2536 -1.8893 -10.0589 -0.1 0.1 0.1
```
Positions in Å, forces in eV/Å.

The calculation puts the total energy at -250837.908 eV. Its net charge is +1.



2.
Entry from the Open Molecules 2025 dataset: a molecular structure, C39H34BrN2NiO7Te (wB97M-V/def2-TZVPD).

```
85
Properties=species:S:1:pos:R:3:forces:R:3
Ni 0.0134 -0.1894 0.4890 -0.1 -0.6 0.1
C -1.3866 -1.9417 3.8784 0.0 0.0 0.0
C -0.0609 -1.6259 3.2048 0.0 -0.1 0.0
C 1.1083 -1.7105 4.1700 0.0 0.0 0.0
O -0.1746 -0.2810 2.7048 -0.1 0.2 -0.1
C 0.1373 -2.6219 2.0346 -0.1 0.0 0.0
O 0.3782 -3.7932 2.3194 0.0 0.0 0.0
O -0.0279 -2.1440 0.8656 0.2 -0.1 0.0
H -1.5232 -1.3086 4.7578 0.0 0.0 0.0
H -1.4092 -2.9901 4.1727 0.0 0.0 0.0
H -2.2057 -1.7489 3.1818 0.0 0.0 0.0
H 0.9403 -1.0582 5.0306 0.0 0.0 0.0
H 2.0355 -1.4069 3.6761 0.0 0.0 0.0
H 1.2246 -2.7396 4.5038 0.0 0.0 0.0
H 0.7098 0.1261 2.7021 0.0 0.0 0.1
Br -0.2138 -2.3190 -2.7494 -0.1 0.0 0.0
C 1.4193 -2.2401 -1.7973 -0.1 0.0 -0.1
C 2.3295 -3.2687 -1.9864 0.0 0.0 0.0
C 3.5199 -3.2074 -1.2860 0.0 0.0 0.0
C 3.7467 -2.1367 -0.4385 0.0 0.0 -0.1
C 2.7531 -1.1849 -0.2960 0.1 0.0 0.0
N 1.6005 -1.2284 -0.9745 0.0 0.0 0.0
C 2.9167 -0.0848 0.7412 0.0 0.1 -0.1
O 4.0461 0.2103 1.1063 0.0 0.0 0.0
O 1.8161 0.4195 1.1523 0.0 0.0 0.1
H 2.0877 -4.0931 -2.6400 0.0 0.0 0.0
H 4.2525 -3.9979 -1.3889 0.0 0.0 0.0
H 4.6584 -2.0200 0.1283 0.0 0.0 0.0
C -6.2107 3.2373 0.0295 0.0 0.0 0.0
C -5.0621 2.2663 -0.0455 0.0 0.0 0.0
C -5.2018 1.0015 -0.5778 0.0 0.0 0.0
C -4.1594 0.0726 -0.6597 0.0 0.0 0.1
C -4.5293 -1.2359 -1.2666 0.0 0.0 0.0
O -5.4728 -1.3019 -2.0433 0.1 0.0 -0.1
C -3.8285 -2.5002 -0.8937 0.0 0.1 0.1
C -3.4393 -2.7484 0.4171 0.1 0.1 0.0
C -2.8657 -3.9614 0.7544 0.1 0.0 0.0
C -2.6599 -4.9261 -0.2224 0.0 0.0 0.0
C -3.0526 -4.6846 -1.5308 0.0 0.0 0.0
C -3.6463 -3.4766 -1.8643 0.0 -0.1 0.0
C -2.8459 0.4272 -0.2383 0.0 0.0 -0.1
O -1.8296 -0.3581 -0.3679 0.0 0.1 0.1
C -2.7245 1.7496 0.3181 0.0 -0.1 0.0
C -3.7943 2.6104 0.4230 0.0 0.0 0.0
C -1.3693 2.0842 0.8005 0.1 0.0 -0.1
N -0.3354 2.0622 0.0296 0.0 0.4 -0.1
C -0.5402 2.2821 -1.4088 0.0 0.0 0.1
C 0.2415 1.3300 -2.2841 0.0 0.0 0.0
Te 0.0231 1.8055 -4.3625 0.0 0.0 0.0
C -2.0556 2.1620 -4.2536 0.0 0.0 0.0
C -2.5432 3.4622 -4.3518 0.0 0.0 0.0
C -3.9043 3.7075 -4.2254 0.0 0.0 0.0
C -4.7808 2.6573 -3.9907 0.0 0.0 0.0
C -4.2991 1.3596 -3.8913 0.0 0.0 0.0
C -2.9401 1.1113 -4.0270 0.0 0.0 0.0
C -1.1650 2.3425 2.2493 0.0 0.0 0.0
C -2.1564 2.0480 3.1819 0.0 0.0 0.0
C -1.9386 2.2835 4.5295 0.0 0.0 0.0
C -0.7284 2.8127 4.9558 0.0 0.0 0.0
C 0.2642 3.1088 4.0300 0.0 0.0 0.0
C 0.0459 2.8817 2.6813 0.0 0.0 0.0
H -7.1136 2.8004 -0.3980 0.0 0.0 0.0
H -5.9909 4.1555 -0.5211 0.0 0.0 0.0
H -6.4326 3.5207 1.0614 0.0 0.0 0.0
H -6.1658 0.6815 -0.9579 0.0 0.0 0.0
H -3.5717 -1.9763 1.1657 0.0 0.0 0.0
H -2.5372 -4.1484 1.7682 0.0 0.0 0.0
H -2.1688 -5.8546 0.0399 0.0 0.0 0.0
H -2.8863 -5.4332 -2.2959 0.0 0.0 0.0
H -3.9715 -3.2785 -2.8783 0.0 0.0 0.0
H -3.6329 3.5887 0.8686 0.0 0.0 0.0
H -0.1639 3.2961 -1.5851 0.0 0.0 0.0
H -1.5954 2.2760 -1.6857 0.0 0.0 0.0
H -0.0955 0.3074 -2.1529 0.0 0.0 0.0
H 1.3114 1.3899 -2.0834 0.0 0.0 0.0
H -1.8559 4.2827 -4.5144 0.0 0.0 0.0
H -4.2761 4.7228 -4.2947 0.0 0.0 0.0
H -5.8399 2.8496 -3.8710 0.0 0.0 0.0
H -4.9750 0.5379 -3.6887 0.0 0.0 0.0
H -2.5655 0.0988 -3.9293 0.0 0.0 0.0
H -3.0858 1.6036 2.8510 0.0 0.0 0.0
H -2.7079 2.0371 5.2507 0.0 0.0 0.0
H -0.5571 2.9931 6.0101 0.0 0.0 0.0
H 1.2131 3.5118 4.3604 0.0 0.0 0.0
H 0.8157 3.0802 1.9474 0.0 0.0 0.0
```
Positions in Å, forces in eV/Å.

The value obtained for the energy above the lowest of the compared OMol25 structures with the same formula, charge and spin is 0.0 kJ/mol. As for the spin multiplicity: 3. As for the expectation value of S²: 2.005. Its net charge is -1.



3.
Entry from the Open Molecules 2025 dataset: a molecular structure, C17H17F2MnO2S (wB97M-V/def2-TZVPD).

```
40
Properties=species:S:1:pos:R:3:forces:R:3
Mn 0.3722 -0.8309 0.0532 -1.2 0.4 1.7
C 0.8279 0.5625 3.3371 0.1 0.1 0.0
C 0.3264 -0.5398 2.4898 -0.1 0.1 -0.1
C -0.9638 -0.4818 1.8821 -0.1 0.0 0.0
C -1.5154 -1.5712 1.1939 -0.1 0.1 -0.1
C -2.9351 -1.5687 0.7347 0.0 0.0 -0.1
C -0.6851 -2.6974 0.9907 0.0 0.0 -0.2
C 0.5557 -2.8452 1.6713 0.0 -0.1 -0.2
C 1.2426 -4.1486 1.7468 0.1 -0.1 0.0
C 1.0928 -1.7002 2.2821 0.3 0.2 -0.1
H 0.6487 0.2702 4.3828 0.0 0.0 0.0
H 0.3049 1.5010 3.1662 0.0 0.0 0.0
H 1.9058 0.7012 3.2440 0.0 0.0 0.0
H -1.5848 0.3895 2.0567 0.1 0.1 -0.2
H -3.5320 -2.0130 1.5399 0.0 0.0 0.0
H -3.0921 -2.1843 -0.1501 0.0 0.0 0.0
H -3.3211 -0.5640 0.5695 0.0 0.0 0.0
H -1.0969 -3.5551 0.4692 0.1 0.0 -0.1
H 1.0361 -4.5524 2.7505 -0.1 0.0 0.0
H 2.3281 -4.0589 1.6874 0.0 0.0 0.0
H 0.8751 -4.8740 1.0241 0.0 0.0 0.0
H 2.0751 -1.7658 2.7389 0.1 0.1 -0.1
O 0.4881 1.0647 -0.0246 0.1 -0.3 0.0
C 0.0173 1.4343 -1.1615 -0.1 -0.2 0.0
O -0.6455 0.4393 -1.7772 0.1 -0.3 0.3
C 0.0446 2.6300 -1.8661 0.2 0.1 0.1
C 0.6877 3.8418 -1.5275 0.0 -0.1 0.1
C 0.5907 4.8809 -2.4050 0.0 0.1 -0.1
C -0.1439 4.7424 -3.6021 0.0 0.0 0.0
C -0.7733 3.5618 -3.9591 -0.1 0.1 -0.2
C -0.6653 2.4980 -3.0826 0.0 0.0 0.0
S -1.3127 0.9084 -3.2801 -0.1 0.0 -0.1
H 1.2416 3.9353 -0.6029 0.0 0.0 0.0
H 1.0819 5.8191 -2.1864 0.0 0.0 0.0
H -0.2162 5.5905 -4.2714 0.0 0.0 0.0
H -1.3239 3.4815 -4.8871 0.0 0.0 0.0
F 1.8631 -0.8507 -1.2541 0.1 -0.2 -0.2
C 1.2490 -2.0942 -1.1882 1.0 -0.3 -0.3
F 2.0633 -2.9242 -0.6219 0.1 -0.2 -0.1
H 0.8886 -2.4317 -2.1626 -0.5 0.2 0.0
```
Positions in Å, forces in eV/Å.

As for the spin multiplicity: 2. As for the expectation value of S²: 1.243. The calculation puts the total energy at -69557.197 eV. Its net charge is +3.



4.
Entry from the Open Molecules 2025 dataset: 3 unconnected molecules or ions with the total composition C2H7N5O (wB97M-V/def2-TZVPD).

```
15
Properties=species:S:1:pos:R:3:forces:R:3
C -1.6879 0.8031 0.2272 -1.8 0.7 1.1
C 0.9885 -0.3270 -0.0572 -2.0 0.0 1.5
H -0.9688 -1.6613 -1.3341 -3.5 1.7 3.1
H -2.5785 -2.0669 -0.5249 -2.7 -1.9 -0.7
H -2.1045 1.5289 0.9484 -0.4 -0.3 -0.7
H -0.6994 2.4013 -0.0120 2.0 -1.9 -1.3
H 0.0109 -0.8338 0.1983 2.0 -0.7 0.8
H 2.5821 -0.6370 1.3889 -1.8 -1.4 -3.7
H 3.0285 1.1208 0.3963 1.5 -3.8 -3.7
N -1.9441 -1.3961 -0.3105 5.8 -0.9 -3.1
N -2.4266 -0.2364 0.1001 1.4 0.8 0.5
N -0.5841 1.3990 -0.3669 0.4 -0.5 -0.3
N 0.7315 0.7977 -0.5758 0.6 2.8 0.9
N 2.3241 -0.8419 0.2651 0.2 1.0 2.0
O 3.3286 -0.0505 -0.3429 -1.9 4.5 3.6
```
Positions in Å, forces in eV/Å.

The value obtained for the energy above the lowest of the compared OMol25 structures with the same formula, charge and spin is 975.6 kJ/mol.



5.
Entry from the Open Molecules 2025 dataset: 2 unconnected molecules or ions with the total composition C3H10O (wB97M-V/def2-TZVPD).

```
14
Properties=species:S:1:pos:R:3:forces:R:3
C 5.2048 0.1579 0.1407 0.8 0.1 0.0
C 4.0501 -0.5727 -0.5407 0.2 -0.4 -0.2
H 5.6258 -0.4357 0.9589 -0.2 0.2 0.0
H 4.9527 1.1469 0.5299 -0.2 -0.2 0.1
H 6.0579 0.3344 -0.5279 -0.3 -0.1 -0.1
H 3.1393 0.0143 -0.5390 -0.2 -0.1 0.1
H 4.2715 -0.8264 -1.5755 0.1 0.3 -0.2
H 3.8741 -1.5491 -0.0860 -0.2 0.2 0.2
C -6.3158 -0.0545 0.4268 0.7 0.9 -0.9
O -6.4833 1.3142 -0.0067 0.3 -0.3 0.2
H -6.5745 -0.7123 -0.4004 -0.5 -0.3 0.2
H -5.2644 -0.2671 0.6274 0.0 0.1 0.4
H -6.9061 -0.1830 1.3204 -0.2 -0.3 0.1
H -5.6320 1.6329 -0.3281 -0.2 -0.1 0.0
```
Positions in Å, forces in eV/Å.

The SMILES is CC.CO. The value obtained for the energy above the lowest of the compared OMol25 structures with the same formula, charge and spin is 73.3 kJ/mol.